Computed, not measured: a cluster of 5 separate species, C24H47N9O7 in total at a distorted geometry, with ωB97M-V/def2-TZVPD.

Structure (XYZ):
```
87
Properties=species:S:1:pos:R:3
C -3.47935 2.42478 -2.93674
C -0.54096 2.10100 0.75223
C -1.50235 4.76486 4.93524
C -1.39241 0.89358 1.49622
C -0.43936 -3.48821 -2.97640
H 1.22689 2.46590 -0.92531
H 0.63478 -3.52566 -3.45089
O 3.41297 2.27277 -4.23134
N 4.77475 1.24900 -2.64985
O -4.28349 -7.37596 3.61854
H -4.12353 -6.63816 5.96943
N -4.20751 -5.88166 5.30303
O -2.94612 1.46177 -2.40870
O -0.26035 -1.15528 -4.00344
H -4.42249 -4.21225 3.46092
C 3.34356 1.70504 -2.84367
H -0.61145 3.08880 4.24997
C 3.70039 1.13608 -5.16826
C 6.75259 0.62583 -1.18355
H -5.60520 -1.52467 4.62969
C 6.95101 -2.03350 -1.31906
N -4.30674 2.31055 -3.99126
H -4.75516 3.09170 -4.43942
H -2.67107 3.81673 -1.71952
H 5.36768 2.00581 -3.10684
C 5.20650 1.26341 -1.20023
H -2.39870 0.84545 3.65275
C 0.82958 1.22148 -3.75126
H -2.79054 2.40998 2.51443
H 2.99025 2.63261 -2.19941
C -1.08288 -0.71480 1.20561
H 7.96955 -0.70350 0.22700
H -4.40952 -1.41047 3.37229
H -1.51870 -1.62765 -2.21695
H -2.20885 -2.24168 -3.86157
O -1.25950 5.45321 3.95659
H -1.25862 0.74604 -4.54341
H -4.94332 -1.41864 6.83378
C 2.03634 -0.45347 -1.79307
C -2.60281 1.24139 2.57096
C 2.89341 -0.10920 -4.45512
N -2.17403 5.23072 6.00362
H -4.47852 1.37770 -4.34295
H -3.61727 0.74127 2.18934
H -0.29568 -3.68014 -1.80766
N -4.40820 -5.17302 3.16287
H 3.07226 -0.74277 -1.29737
H -1.31062 2.89597 5.83039
C 0.07947 -1.13687 0.10566
N -3.99209 -1.31761 6.52219
H 7.45268 -2.98337 -0.79894
H 4.51992 0.66092 -0.46895
N -3.28720 3.68646 -2.51133
C -4.29874 -6.21749 4.00360
C 2.16912 0.54085 -3.09479
H -4.47941 -5.38201 2.17555
N -1.11993 3.47880 5.03285
O 4.46243 1.20085 -6.26295
H -3.71743 4.49217 -2.93306
H -4.21823 -4.93354 5.63930
H 3.49334 -1.10455 -4.29854
H 7.54360 1.47164 -0.91567
C 0.60757 1.65191 -0.33733
H 0.58978 2.19991 -3.11246
H 7.59541 -1.81248 -2.27264
C -3.62521 -1.29591 5.22815
H -0.74306 3.24611 0.93406
H 0.96746 1.60593 -4.86070
C -0.50724 0.27202 -3.74639
C 6.88697 -0.73105 -0.27334
H -1.16279 -4.32966 -3.36145
H -2.48017 6.19437 5.97086
H 5.30493 2.36273 -0.75445
H -2.38353 4.67918 6.81851
H 2.04318 -0.32847 -5.24841
H -3.25685 -1.22568 7.21095
H 5.86929 -2.30089 -1.69388
C -1.19530 -2.02522 -3.26906
H -1.03930 0.44661 -2.69309
H 6.02134 -0.87528 0.50286
N -4.64236 -1.42179 4.35677
O -2.46361 -1.17209 4.87332
H 0.29870 -2.27463 -0.14887
H 7.02140 0.30515 -2.30151
H -1.68302 -1.57721 1.73103
C 0.92245 0.07387 -0.66826
H 1.58928 -1.48635 -2.19128
```

Output
2S+1 = 1
Structure (SMILES) = CCCCN[C@H]1OC(=O)C[C@@]1(CCOCC)Cc1ccc(C)cc1.NC(N)=O.NC(N)=O.NC(N)=O.NC(N)=O
Molecular weight = 573.70 Da
Frontier orbital gap = 7.972 eV


Computed, not measured: a cluster of 2 separate species, C24H48BO12P in total at a distorted geometry, with ωB97M-V/def2-TZVPD.

Structure (XYZ):
```
86
Properties=species:S:1:pos:R:3
H 0.52965 -1.04102 -3.55750
H -6.71708 -4.47237 -4.88799
C 3.28601 1.70700 1.37179
C -3.31912 -3.79746 -1.55249
C 2.90387 -1.06349 1.33902
H -4.32068 3.09105 -0.51880
C -5.99819 -4.64317 -4.08388
H 1.91537 -4.09968 1.51059
H 2.45394 0.47772 -2.85543
H 3.42060 -1.71093 4.99176
C 1.92199 0.76910 -0.60491
O -6.47459 -1.96412 -3.68766
H -1.92084 -0.61960 -1.11196
O 0.00146 1.39120 6.72047
O 0.12269 -1.24977 1.35087
H -6.02019 -1.91604 -5.72160
H -6.35361 -0.33042 -4.94964
O 1.19782 -0.52141 5.88818
O 6.19030 -1.48311 -0.34389
C -0.60969 0.74427 -2.50854
O 3.78467 -1.90462 0.46175
H 6.34661 3.80797 1.75731
C -0.07381 0.17930 6.12729
C -3.29716 2.51910 -0.46105
C -6.62349 -1.38983 -4.97829
B 1.45286 -1.87409 1.14035
H -1.33986 0.95416 -0.24945
H -5.60506 -5.65997 -4.17556
C 0.40908 -0.53994 -2.49211
O -4.25415 -1.23713 -3.87358
H 5.49918 3.67034 0.07899
C 4.83476 2.09604 1.74115
H -7.67515 -1.46784 -5.26637
H 2.71110 1.50046 2.39737
H 2.19454 -2.68431 3.94267
H -1.92978 -1.26900 6.51390
H -2.28666 -4.03250 -1.28242
H -3.06619 4.03152 -2.40652
H 0.61967 -0.61364 3.83505
H -6.50197 -4.54368 -3.11796
O -3.31189 -2.91901 -2.65955
H 2.78662 2.67153 0.92268
H 2.00501 -3.61281 -0.39978
H 4.89065 2.14364 2.93262
O -2.13954 3.43958 -0.46639
H 2.48381 -1.20532 -1.82198
C 3.66822 -1.20822 2.78231
H 0.24932 -0.29178 1.68248
H -2.02731 5.36363 -1.56773
H -0.09210 1.79367 -2.50253
H -3.81042 -3.31679 -0.70240
H -4.01172 0.51393 -1.31969
O -4.93132 -3.72095 -4.21369
C 4.46021 5.83138 0.88948
C 1.95962 -0.15103 -2.00117
H -3.24824 1.68997 -2.69685
C -2.09010 4.19391 -1.75661
C -1.71280 0.53993 -1.27992
H 1.97257 0.65459 4.26613
H 4.45566 -2.09937 2.67786
H 5.63947 1.31106 1.41672
H 2.09299 1.88660 -0.98895
C 4.91683 -1.13319 -0.14478
H 4.29328 -0.27260 3.11113
H -2.37580 0.48106 5.97351
H -1.73075 -0.75438 4.69738
H -1.11480 3.78160 -2.30710
C 3.10441 0.35007 0.46845
H 0.83279 0.78830 -0.11881
C 5.29428 3.60615 1.23150
H 4.29574 6.76266 1.57934
C 1.44147 -3.46575 0.63771
O 4.37239 4.62704 1.75694
H -1.24934 0.65550 -3.50944
H 0.00588 -1.40324 -1.77384
C 1.60513 -0.43948 4.45976
H 5.48758 5.94739 0.33906
P -4.89324 -2.44156 -3.17360
H -3.28311 1.98348 0.60533
H -3.84001 -4.72318 -1.80721
C -3.15905 1.30224 -1.58822
C -1.57876 -0.38522 5.79786
O 4.26068 0.14376 -0.46615
H 0.32472 -3.82205 0.42836
H 3.59205 5.70089 0.08338
C 2.70004 -1.60772 4.04550
```

Output
2S+1 = 1
Structure (SMILES) = COCCCCCCC[C@]1(CCCOC)OC(=O)O[C@]1(CCCOC(C)=O)B(C)O.COP(=O)(OC)OC
Molecular weight = 570.42 Da
Frontier orbital gap = 6.334 eV


Computed, not measured: a cluster of 11 separate species, C24H48Br2N13O20S in total at a distorted geometry, with ωB97M-V/def2-TZVPD.

Structure (XYZ):
```
108
Properties=species:S:1:pos:R:3
H 6.36858 2.32597 8.67236
C 2.45037 5.76855 6.68476
C -1.13668 -3.39232 -7.87056
H 2.56529 -6.38058 -7.06103
H -4.26418 -2.95184 -1.75184
O 4.13448 4.61234 8.79665
N 0.33241 -1.08836 -3.87019
H 1.57505 -0.79303 1.98919
O 1.00238 0.46236 4.68571
C 0.05926 -4.18207 5.68898
O 4.52364 2.90525 10.09361
O -7.24989 0.50648 -3.44117
C -2.43244 -0.63635 -11.58411
C -5.47110 -0.86776 -3.97731
C 0.25598 -2.24190 -1.83110
C -2.45735 4.75699 8.09447
H 1.40573 -2.53160 2.59226
H -1.50973 -4.25853 -7.19204
H 2.61117 6.76953 7.08290
C -2.76678 -3.62705 -0.14026
O 3.04775 4.58236 4.78878
O 3.73451 6.64355 4.96481
C -0.32174 -2.32882 -6.93581
N 3.13514 5.65882 5.37118
H 1.39009 5.58566 6.51833
Br 1.23282 -3.31879 -6.18143
C -2.44438 -4.97722 -4.30331
H -0.49627 -4.74822 6.43527
H -5.85378 -1.05078 -4.98128
H 2.33407 2.68819 4.54567
N -0.09490 7.68695 6.67557
C 2.10021 2.19217 3.60615
O -6.85266 -1.20707 -2.15489
N 0.85024 -1.25489 -2.65116
N -6.62169 -0.49128 -3.11927
H 0.91457 2.86512 -2.39751
C -1.26854 -1.61224 -5.83448
C 3.62646 -6.19401 -6.89650
N -0.63586 -4.30263 4.38058
C -4.02753 -3.18934 -0.65865
H 2.23736 2.75610 -3.60318
H 6.61681 4.05531 8.26909
H -2.00297 -2.88252 -8.42875
O -2.03694 -0.80911 -9.30210
H -5.01100 -1.76715 -3.56986
O 2.58105 2.55709 -0.43077
H -1.99842 3.85613 8.49966
N 2.84290 2.86156 -1.58696
H 1.83481 1.32995 -2.59226
C 1.00268 -2.39947 -0.38754
C -0.09269 9.12242 6.28984
H -3.45979 -0.58467 -11.22622
O -0.09138 1.57738 3.16036
H -2.84369 4.57532 7.09164
H -0.82983 -4.72516 -0.30378
H -2.31913 -2.07500 -5.95393
C -1.57133 -4.27823 -1.05103
O -4.23193 6.13972 8.62994
H -0.40510 -3.83207 -8.65987
H 0.79852 9.29946 5.68763
H -0.07411 9.72903 7.19420
H 5.52277 3.04104 7.26216
H -1.75022 5.58703 8.10241
O 4.90628 -5.31902 -8.62029
H -2.03065 -5.17265 -1.63044
N 0.90281 1.34117 3.83460
H 0.08792 -3.12388 5.94957
O 4.22488 -7.38156 -8.78747
O -0.32719 -0.84754 -10.65135
H -4.90332 -3.10731 0.09814
O -0.11489 6.86858 5.76465
H -2.28825 -1.51077 -12.21865
H 4.06216 -6.94202 -6.23419
H 0.07185 -1.29134 3.00952
H -2.61081 -3.55258 0.99385
S -1.68091 -6.45858 -4.47713
Br 1.96235 -4.17360 -0.24086
H -4.76649 -0.03607 -3.96765
C 0.01464 -2.11867 0.86298
H 2.88407 5.01654 7.34575
C -1.57709 -2.97289 -3.52832
H -0.42050 -3.15722 1.15578
C 0.81338 -1.62439 2.20033
N -1.52389 -0.77582 -10.41556
H -1.30755 -0.48734 -6.04837
H 1.06365 -4.58700 5.56602
H 2.91293 1.53770 3.29028
H -1.00115 9.31019 5.71767
H 1.87036 2.92235 2.83165
H -2.15869 0.28070 -12.10548
N 4.31029 -6.30620 -8.21140
H 3.78509 -5.19105 -6.50229
N -2.74721 -3.72322 -4.05473
C -0.77395 -1.88441 -4.30231
H 0.77176 -0.38606 -4.50541
N -3.60706 5.13908 8.95548
O -0.07661 7.42487 7.87080
O -3.84494 4.42930 9.92313
O -0.13109 -3.71630 3.42940
C 5.91003 3.22558 8.26425
C 1.88137 2.41866 -2.63037
H 0.03204 -1.49724 -7.66366
O 3.82065 3.49452 -1.95741
H 1.85894 -1.61920 -0.27910
H -0.85240 -1.40476 0.62866
C -0.96985 -3.19469 -2.05505
O -1.65689 -4.97429 4.34591
N 4.76086 3.61065 9.12507
```

Output
2S+1 = 1
Molecular weight = 1030.59 Da
Total charge = +1
Frontier orbital gap = 7.211 eV


Which of these has the highest frontier orbital gap? C24H47N9O7


The lowest molecular weight belongs to which entry? C24H48BO12P


2S+1 of number 1 (C24H47N9O7)? 1